(1)
DFT (the ωB97M-V functional and the def2-TZVPD basis) results for a molecular structure, C38H46F3MoN3O4P2S.

```
98
Properties=species:S:1:pos:R:3:forces:R:3:mulliken_spin:R:1
Mo 0.05894 0.07862 -0.08236 -0.6 0.8 -0.1 1.206
O 1.96137 -2.19725 -0.63330 -0.1 0.2 -0.2 0.021
C 1.31340 -1.37354 0.44169 0.4 -0.3 0.4 -0.380
C 1.92522 -1.82460 1.69902 0.0 -0.1 -0.1 0.043
C 2.89224 -2.84201 1.78112 0.0 0.0 0.1 -0.033
C 3.41209 -3.23308 3.00480 0.0 0.0 0.0 0.015
C 2.99713 -2.62931 4.18369 0.0 0.0 0.0 -0.021
C 2.04970 -1.61959 4.11760 0.0 0.0 0.0 0.008
C 1.52259 -1.22459 2.89869 0.1 -0.1 0.1 -0.045
P 0.28944 0.09017 2.73219 -0.1 0.0 -0.3 0.027
C 1.25196 1.49590 3.38950 0.0 0.0 0.0 0.009
C 2.46486 1.67952 2.72234 0.0 0.0 0.0 0.004
C 3.32109 2.70557 3.08040 0.0 0.0 0.0 0.001
C 2.97881 3.56932 4.11157 0.0 0.0 0.0 0.001
C 1.76814 3.40759 4.76358 0.0 0.0 0.0 0.000
C 0.90254 2.38438 4.39786 0.0 0.0 0.0 -0.001
C -0.99673 -0.56554 3.85754 0.0 0.0 0.0 -0.016
C -1.66271 0.10236 4.87966 0.0 0.0 0.0 -0.002
C -2.66691 -0.53249 5.60139 0.0 0.0 0.0 0.000
C -3.03547 -1.83278 5.29889 0.0 0.0 0.0 0.000
C -2.39263 -2.50088 4.26584 0.0 0.0 0.0 0.016
C -1.38401 -1.87387 3.55547 0.0 0.0 0.1 0.020
H 3.26126 -3.31798 0.88475 0.0 0.0 0.0 -0.004
H 4.15918 -4.01703 3.03629 0.0 0.0 0.0 0.000
H 3.40846 -2.93428 5.13656 0.0 0.0 0.0 -0.002
H 1.71636 -1.13252 5.02744 0.0 0.0 0.0 0.000
H 2.73832 1.01736 1.90740 0.0 0.0 0.0 -0.001
H 4.25420 2.83200 2.54670 0.0 0.0 0.0 0.000
H 3.64830 4.37133 4.39453 0.0 0.0 0.0 0.000
H 1.48187 4.08790 5.55530 0.0 0.0 0.0 0.000
H -0.05037 2.32000 4.89321 0.0 0.0 0.0 0.000
H -1.43477 1.12846 5.11051 0.0 0.0 0.0 -0.001
H -3.16828 0.00386 6.39658 0.0 0.0 0.0 0.000
H -3.82354 -2.32103 5.85740 0.0 0.0 0.0 0.000
H -2.67757 -3.51396 4.01139 0.0 0.0 0.0 0.000
H -0.88759 -2.40613 2.75044 0.0 0.0 0.0 -0.020
C 2.15404 -4.74977 -1.38823 -0.1 0.0 -0.1 0.000
P 1.24266 -3.21106 -1.55159 0.0 -0.2 0.2 0.015
C -0.44340 -3.52224 -1.04957 0.0 0.0 0.0 -0.027
C 1.37825 -2.74364 -3.27119 0.1 0.0 0.1 -0.005
H 1.83114 -5.47344 -2.13715 0.0 0.0 0.0 0.000
H 2.00305 -5.16289 -0.39166 0.0 0.0 0.0 0.000
H 3.21445 -4.53968 -1.52932 0.0 0.0 0.0 0.000
H -0.86972 -4.30325 -1.68151 0.0 0.0 0.0 -0.002
H -1.04024 -2.61523 -1.12440 0.0 0.0 0.0 0.062
H -0.43033 -3.84858 -0.00868 0.0 0.0 0.0 0.010
H 0.84927 -3.46421 -3.89611 0.0 0.0 0.0 0.000
H 2.43650 -2.74622 -3.53703 0.0 0.0 0.0 0.000
H 0.96925 -1.74804 -3.42364 0.0 0.1 0.0 0.003
C -0.49221 4.43055 -1.12780 0.0 0.0 0.0 0.003
N -1.42250 3.41394 -0.68879 0.1 0.1 0.1 0.018
C -2.77317 3.52800 -1.19374 0.0 0.0 0.0 0.005
C -0.93635 2.27745 -0.13796 0.0 -0.1 0.1 0.038
N 0.31689 2.02701 0.11376 0.3 -0.1 0.0 0.027
H -0.81157 5.41143 -0.76869 0.0 0.0 0.0 0.001
H -0.44126 4.45558 -2.22219 0.0 0.0 0.0 0.001
H 0.49302 4.20409 -0.73055 0.0 0.0 0.0 0.001
H -3.17487 4.50957 -0.93581 0.0 0.0 0.0 0.001
H -3.41051 2.77449 -0.74808 0.0 0.0 0.0 0.000
H -2.78422 3.42206 -2.28562 0.0 0.0 0.0 0.001
C -3.15304 -0.49261 -2.12668 0.0 0.0 0.2 -0.056
C -2.47342 -0.43362 -3.48541 0.0 0.0 -0.1 0.009
C -1.96826 -1.81743 -3.89478 0.1 0.0 0.0 -0.003
C -1.40062 0.62549 -3.69303 0.1 0.1 0.0 -0.004
C -1.63998 1.53986 -4.70895 -0.1 0.0 0.0 0.011
C -0.68700 2.46513 -5.09636 0.0 0.0 0.0 -0.009
C 0.55274 2.42559 -4.49932 0.0 0.0 0.1 0.007
C 0.86912 1.53564 -3.46912 -0.1 0.0 0.0 0.003
C 2.35967 1.56370 -3.11396 0.0 0.0 0.0 -0.021
C 3.13039 0.84204 -4.23072 0.0 -0.1 0.0 -0.002
C 2.88203 1.07149 -1.77233 0.0 0.0 0.1 0.044
C -0.15931 0.67873 -3.00202 0.1 0.0 -0.1 0.039
N -0.01027 -0.06632 -1.83371 0.1 -0.3 -0.3 0.001
H -4.01994 -1.15239 -2.19190 0.0 0.0 0.0 0.003
H -3.48861 0.48857 -1.79545 0.0 0.0 0.0 -0.013
H -2.48827 -0.87800 -1.35324 0.0 0.0 0.0 0.096
H -3.25395 -0.16456 -4.20310 0.0 0.0 0.0 0.001
H -1.20009 -2.15667 -3.20059 0.0 0.0 0.0 0.006
H -1.53880 -1.80752 -4.89837 0.0 0.0 0.0 0.000
H -2.78251 -2.54518 -3.87378 0.0 0.0 0.0 0.000
H -2.59849 1.51471 -5.21411 0.0 0.0 0.0 0.000
H -0.90124 3.18341 -5.87688 0.0 0.0 0.0 0.000
H 1.32680 3.10819 -4.83265 0.0 0.0 0.0 0.000
H 2.63156 2.62261 -3.17089 0.0 0.0 0.0 -0.001
H 2.97432 -0.23769 -4.15421 0.0 0.0 0.0 0.000
H 4.20201 1.02738 -4.13630 0.0 0.0 0.0 0.000
H 2.81102 1.15302 -5.22538 0.0 0.0 0.0 0.000
H 2.76145 -0.00363 -1.65066 0.0 -0.1 0.0 -0.016
H 2.40412 1.57787 -0.93709 0.0 0.0 0.0 -0.015
H 3.95447 1.28436 -1.73074 0.0 0.0 0.0 0.002
F -5.40853 -1.12558 0.21555 -0.1 0.0 -0.2 0.067
C -4.54678 -0.88500 1.18113 -0.1 0.2 0.0 0.792
F -3.54627 -1.73280 1.14705 0.4 -0.3 -0.2 0.091
F -5.13964 -0.92067 2.34967 -0.2 0.1 0.4 0.066
S -2.76944 1.74199 2.09805 0.0 -0.3 0.2 0.019
O -1.81983 1.29356 0.12777 0.2 -0.2 -0.1 -0.111
O -3.75050 2.70598 1.67948 0.0 0.1 0.0 0.003
O -1.57008 2.26257 2.71287 -0.2 0.2 0.0 -0.002
```
Positions in Å, forces in eV/Å.

The calculation puts the frontier orbital gap (alpha / beta) at 6.73 / 6.46 eV. As for the expectation value of S²: 2.033. The HOMO energy (alpha / beta) comes out at -6.63 / -6.72 eV. As for the strongest force on any atom: 1.0 eV/Å. The calculated total energy comes out at -3389.432999 Eh. The energy above the lowest of the compared OMol25 structures with the same formula, charge and spin comes out at 0.999 eV. As for the charge: 0. As for the multiplicity: 3. Its lowest unoccupied orbital energy (alpha / beta) is 0.100 / -0.263 eV.

(2)
DFT (the ωB97M-V functional and the def2-TZVPD basis) results for a molecular structure, C38H47AsBrLaN7O8S3 in a non-equilibrium geometry.

```
106
Properties=species:S:1:pos:R:3:forces:R:3:mulliken_charge:R:1
La 10.56179 15.95993 20.00580 1.7 0.2 0.0 1.700
C 15.38145 17.32111 26.47243 1.5 -1.4 0.5 -1.640
C 16.13427 17.50214 25.13039 -2.1 1.9 0.5 2.190
C 17.41636 16.70313 25.02428 -0.2 -0.3 -1.3 -1.857
C 16.36921 19.04162 24.90437 0.4 -1.2 -0.7 -1.601
C 15.11973 17.19242 24.07946 -0.7 -1.5 -2.1 -0.202
C 13.70858 17.23713 24.20896 1.1 1.4 -0.1 -0.709
C 12.95228 17.19184 23.06361 0.6 -0.7 -2.6 -0.099
Br 11.08994 17.51489 23.06474 -0.6 -0.1 0.3 -0.229
C 13.47250 16.89976 21.74093 1.2 -0.6 1.7 0.176
O 12.75153 16.50756 20.74017 -1.4 0.5 -0.4 0.090
C 14.90862 16.85279 21.62515 -2.0 0.3 -0.2 -0.778
C 15.63916 16.91146 22.78386 0.6 0.2 0.9 0.803
C 15.49632 16.72401 20.22521 2.7 -0.5 1.0 1.965
C 17.07523 16.89162 20.39193 -0.2 0.2 -0.1 -2.014
C 15.17926 15.35245 19.62211 0.9 1.2 -1.4 -1.577
C 15.09878 17.79303 19.24906 -1.0 0.4 -0.4 -1.535
H 16.13085 17.30055 27.29604 -0.6 0.4 -0.2 0.396
H 14.95139 16.29472 26.46028 0.0 0.7 0.2 0.417
H 14.60013 18.06694 26.64376 0.3 -0.2 0.0 0.265
H 18.01401 16.79902 25.89236 0.5 0.0 1.1 0.481
H 18.06641 17.02237 24.18844 -0.4 0.0 0.3 0.337
H 17.17638 15.64985 24.82224 0.1 0.2 0.3 0.380
H 17.02735 19.35971 25.65496 0.9 0.9 1.4 0.537
H 15.45912 19.65632 24.89294 0.2 -0.4 -0.1 0.295
H 16.95299 19.15276 23.98149 -0.5 0.2 -0.1 0.356
H 13.17242 17.57090 25.09281 0.4 -0.3 0.2 0.247
H 16.72264 16.70739 22.72173 -0.9 0.5 0.0 -0.047
H 17.49802 16.09876 21.00702 0.0 -0.3 -0.1 0.440
H 17.38141 17.83496 20.92200 -0.6 -0.6 -0.7 0.359
H 17.59354 16.85240 19.41576 -0.4 0.1 0.3 0.374
H 15.31118 14.55468 20.27405 0.3 -1.4 1.5 0.354
H 15.80617 15.12901 18.73805 -0.3 0.3 0.2 0.430
H 14.15866 15.38942 19.34437 -1.0 -0.3 -0.5 0.062
H 15.31892 18.78348 19.63405 0.3 0.2 0.0 0.368
H 14.01356 17.79559 19.06166 0.3 -0.1 -0.1 0.032
H 15.64135 17.61167 18.30625 -0.3 0.3 0.3 0.470
O 13.85379 15.67156 11.17364 1.1 0.5 -1.1 -0.662
S 13.52862 16.79100 10.27712 -1.6 -0.7 2.5 1.064
O 13.98433 18.12510 10.66694 1.5 0.0 -0.6 -0.676
O 13.55190 16.46298 8.85925 -0.4 0.5 0.8 -0.636
C 11.90794 17.21802 11.12155 1.5 -1.3 -3.8 0.276
N 11.09967 17.95291 10.35407 -0.7 0.0 0.8 -0.536
C 9.98345 18.30214 10.97191 -0.5 0.7 0.1 -0.333
C 9.79201 18.03962 12.32606 -0.4 -0.4 1.4 -0.526
C 10.75678 17.24110 13.00161 -1.3 0.0 -0.4 0.233
N 11.77048 16.74309 12.32844 0.1 0.5 0.4 -0.305
C 10.72995 16.78112 14.42724 -1.3 0.9 1.2 1.104
C 9.60420 16.97381 15.28037 0.0 0.3 -1.7 -0.795
C 9.72836 16.75327 16.63450 -1.4 -0.3 -0.2 -0.168
N 10.77315 16.14112 17.15541 0.9 0.5 1.4 0.326
C 11.84071 15.97030 16.38491 0.2 -0.1 -0.3 -1.025
C 11.88165 16.30994 15.05288 0.7 0.0 -1.1 -0.527
H 9.22612 18.86667 10.37245 0.6 -0.5 0.6 0.356
H 8.89275 18.38677 12.85699 0.5 -0.1 -0.4 0.256
H 8.63828 17.28212 14.81935 0.9 0.0 0.7 0.282
H 8.92244 17.02478 17.33327 0.1 -0.3 -0.4 0.187
H 12.74372 15.60777 16.83979 0.2 -0.3 0.3 0.608
H 12.82006 16.20932 14.47601 -0.7 0.0 0.3 0.568
C 9.97425 22.23718 18.88428 1.4 0.2 -1.0 -1.167
As 9.85547 20.48727 19.75222 -1.6 0.3 -0.1 0.612
C 7.98354 20.25784 19.19284 0.4 -0.4 0.2 -1.154
C 9.97897 20.71438 21.68912 -0.1 0.3 -1.2 -1.066
S 11.10241 18.96080 19.10616 0.3 -0.1 -0.3 -0.478
H 9.66041 23.02517 19.56361 -0.1 -0.1 0.2 0.393
H 9.33573 22.28967 17.95413 0.8 -0.4 1.1 0.358
H 11.04822 22.43020 18.62004 -1.0 -0.1 0.1 0.330
H 7.61437 21.24073 18.90501 -0.2 -0.1 0.2 0.481
H 7.34602 19.73840 19.90220 0.0 0.1 0.1 0.366
H 8.05108 19.62578 18.31001 -0.1 0.0 -0.1 0.277
H 9.68146 21.72317 21.89604 0.1 0.6 0.3 0.454
H 10.98126 20.47094 22.00054 0.3 0.0 0.1 0.296
H 9.26952 20.05829 22.14192 -0.4 -0.6 0.3 0.326
C 11.38840 7.95227 18.31120 -1.2 -0.9 -0.3 -1.424
C 10.62370 9.24680 18.21447 0.9 0.4 -0.5 1.038
C 9.46886 9.45430 18.97005 0.5 -1.2 -0.4 -0.893
C 8.75971 10.62553 18.90156 -0.6 1.5 -0.3 -0.220
C 9.19570 11.67290 18.05419 0.9 -2.3 -0.2 -0.150
C 10.38433 11.43997 17.29043 -0.9 1.8 -0.1 -0.491
C 11.08092 10.27335 17.35615 0.0 -0.9 1.1 -0.942
S 8.54049 13.28116 18.09288 0.8 1.2 -0.5 1.350
O 8.14092 13.82821 16.82116 0.6 -0.3 0.6 -0.730
O 9.61382 13.93272 18.86520 -0.5 0.1 -0.8 -0.090
N 7.23434 13.20689 18.97258 -1.8 -0.7 1.5 -0.357
C 6.03644 14.07352 19.03198 -0.6 0.2 0.5 -0.853
C 6.20572 15.15961 20.14952 1.4 -1.6 -0.7 -0.782
C 7.29052 16.21399 19.85293 -0.8 0.7 0.4 0.670
O 7.02879 17.14739 19.08391 0.6 -1.0 0.4 -0.590
O 8.38380 16.07881 20.54811 -1.5 0.4 -0.5 -0.687
H 10.63133 7.16795 18.48617 0.4 0.0 -0.2 0.350
H 12.04669 7.84992 19.14375 0.5 0.5 0.9 0.311
H 11.98445 7.66129 17.44324 -0.3 0.4 -0.2 0.370
H 9.09282 8.61729 19.56732 0.2 0.4 0.0 0.302
H 7.86227 10.70530 19.52819 0.4 0.2 -0.4 0.329
H 10.83829 12.20562 16.64365 -0.7 0.0 0.4 0.420
H 12.04437 10.22971 16.84483 -0.4 -0.4 0.0 0.356
H 7.35601 12.81413 19.89099 0.6 -0.2 0.2 0.321
H 5.11904 13.45415 19.32575 1.4 0.5 -0.6 0.309
H 5.87838 14.46806 18.03816 -0.1 0.3 -0.1 0.440
H 6.47884 14.59338 21.04944 0.1 0.2 0.0 0.347
H 5.27015 15.60319 20.35592 -1.0 0.8 -0.1 0.505
N 10.70426 14.23789 21.83300 -0.9 -3.5 1.5 -0.364
C 10.49041 13.17271 22.37645 1.1 4.1 -2.3 0.563
N 10.32646 12.00729 22.84127 -0.2 0.1 -0.3 -0.620
C 10.27828 11.81392 24.14086 -0.1 -0.7 -0.1 0.452
N 10.20321 11.41557 25.21880 0.0 0.1 0.9 -0.572
```
Positions in Å, forces in eV/Å.

The calculation puts the frontier orbital gap at 7.05 eV. The HOMO energy comes out at -5.56 eV. As for the strongest force on any atom: 4.8 eV/Å. The calculated total energy comes out at -8497.536405 Eh. The energy above the lowest of the compared OMol25 structures with the same formula, charge and spin comes out at 0.799 eV. As for the charge: -1. Its lowest unoccupied orbital energy is 1.488 eV.